Formula: C81H181N11O16
Source: the Open Molecules 2025 dataset
Level of theory: ωB97M-V/def2-TZVPD

Output
- energy (Ha) = -5000.873183
- HOMO-LUMO gap (eV) = 8.0
- LUMO (Eh) = -0.005

Atoms and positions in Å:
C -2.101 4.166 1.565
C -2.505 2.847 2.228
C -1.731 2.944 3.553
O -1.578 4.338 3.840
C -2.069 5.084 2.747
H -2.826 4.629 0.896
H -1.085 4.125 1.173
H -2.153 2.001 1.638
H -3.569 2.706 2.421
H -0.754 2.462 3.557
H -2.327 2.502 4.352
H -1.429 5.962 2.670
H -3.093 5.381 2.973
C 3.684 2.886 -3.100
C 4.206 1.443 -2.968
C 4.537 1.018 -4.405
O 3.344 1.505 -5.016
C 2.986 2.816 -4.461
H 4.564 3.529 -3.111
H 2.920 3.202 -2.389
H 3.418 0.816 -2.551
H 5.091 1.294 -2.349
H 4.581 -0.061 -4.558
H 5.445 1.457 -4.819
H 1.904 2.875 -4.345
H 3.258 3.587 -5.183
C 3.393 5.324 3.130
C 4.531 5.202 2.137
C 3.868 5.064 0.817
O 2.639 4.451 1.171
C 2.433 4.288 2.531
H 3.013 6.341 3.032
H 3.667 5.137 4.169
H 5.241 4.412 2.383
H 5.137 6.107 2.173
H 4.519 4.460 0.186
H 3.725 6.025 0.325
H 2.583 3.238 2.781
H 1.408 4.549 2.794
C 5.539 -3.005 4.492
C 6.632 -1.910 4.467
C 7.365 -2.026 3.195
O 6.792 -3.144 2.566
C 5.435 -3.246 3.000
H 4.575 -2.678 4.883
H 5.796 -3.921 5.023
H 7.355 -2.051 5.270
H 6.226 -0.908 4.606
H 8.411 -2.227 3.424
H 7.317 -1.126 2.581
H 5.051 -4.229 2.731
H 4.734 -2.534 2.565
C 1.115 4.185 6.147
C 0.607 3.019 7.031
C 0.350 3.752 8.329
O -0.178 5.016 7.875
C 0.222 5.282 6.562
H 1.001 3.987 5.082
H 2.171 4.416 6.288
H 1.262 2.154 7.131
H -0.369 2.744 6.631
H 1.232 3.826 8.966
H -0.407 3.267 8.946
H 0.807 6.201 6.520
H -0.647 5.264 5.904
C -3.636 -6.589 3.838
C -3.061 -7.971 4.002
C -1.705 -7.768 3.451
O -1.261 -6.491 3.924
C -2.408 -5.715 4.239
H -4.522 -6.440 4.456
H -3.936 -6.495 2.794
H -3.617 -8.764 3.502
H -2.963 -8.246 5.052
H -1.732 -7.813 2.362
H -1.027 -8.569 3.746
H -2.355 -4.758 3.720
H -2.503 -5.603 5.319
C -0.241 -5.034 -2.389
C 0.320 -5.163 -3.823
C -0.768 -5.957 -4.481
O -1.494 -6.696 -3.409
C -0.893 -6.453 -2.149
H -0.961 -4.223 -2.283
H 0.470 -4.840 -1.585
H 1.275 -5.676 -3.941
H 0.436 -4.154 -4.218
H -0.335 -6.793 -5.030
H -1.416 -5.468 -5.209
H -0.181 -7.260 -1.972
H -1.597 -6.387 -1.320
C 3.085 0.163 4.333
C 2.894 -0.102 5.819
C 1.426 -0.539 5.906
O 1.007 -0.820 4.594
C 2.055 -0.791 3.715
H 4.099 -0.049 3.993
H 2.850 1.200 4.093
H 3.123 0.735 6.478
H 3.561 -0.903 6.138
H 0.751 0.243 6.255
H 1.239 -1.430 6.504
H 1.637 -0.423 2.778
H 2.551 -1.748 3.550
C 0.867 -6.253 1.060
C 2.279 -5.733 0.740
C 2.124 -4.222 0.853
O 0.974 -4.009 1.623
C 0.004 -4.996 1.228
H 0.814 -6.829 1.984
H 0.444 -6.910 0.299
H 2.538 -6.046 -0.271
H 3.022 -6.162 1.413
H 1.988 -3.656 -0.069
H 2.999 -3.803 1.350
H -0.465 -4.571 0.341
H -0.754 -5.077 2.007
C 0.708 10.649 0.566
C -0.470 9.702 0.883
N -0.208 8.472 1.622
C 0.397 8.688 2.928
C -0.582 9.446 3.899
C 0.649 7.504 0.894
C -0.066 7.017 -0.417
H 1.348 10.681 1.447
H 0.330 11.632 0.286
H 1.283 10.131 -0.202
H -1.171 10.307 1.458
H -1.040 9.418 -0.001
H 0.561 7.700 3.358
H 1.374 9.168 2.860
H -0.109 9.329 4.874
H -0.607 10.505 3.642
H -1.586 9.026 3.838
H 0.841 6.651 1.546
H 1.627 7.948 0.711
H 0.624 6.250 -0.770
H -0.136 7.845 -1.122
H -0.993 6.485 -0.205
C -6.531 -1.801 -0.918
C -5.799 -2.727 0.033
N -5.998 -4.168 -0.173
C -7.435 -4.563 -0.028
C -7.635 -6.003 -0.557
C -5.093 -4.983 0.585
C -3.597 -4.626 0.384
H -6.262 -0.753 -0.789
H -7.605 -1.961 -0.825
H -6.214 -1.993 -1.943
H -4.772 -2.431 -0.180
H -6.078 -2.524 1.067
H -8.084 -3.917 -0.618
H -7.750 -4.541 1.016
H -8.705 -6.195 -0.633
H -7.087 -6.776 -0.018
H -7.230 -6.158 -1.557
H -5.338 -4.919 1.645
H -5.200 -6.020 0.266
H -3.309 -3.711 0.903
H -2.877 -5.394 0.667
H -3.452 -4.398 -0.672
C -4.199 4.994 -3.311
C -2.786 5.658 -3.456
N -1.832 4.894 -4.312
C -1.479 3.504 -3.875
C -0.819 3.354 -2.476
C -0.656 5.699 -4.580
C 0.249 5.338 -5.784
H -4.683 4.789 -4.265
H -4.899 5.519 -2.660
H -4.037 4.031 -2.828
H -2.902 6.715 -3.693
H -2.339 5.665 -2.461
H -2.413 2.941 -3.880
H -0.905 3.002 -4.654
H 0.239 3.584 -2.596
H -1.271 4.081 -1.801
H -0.891 2.320 -2.139
H -0.045 5.819 -3.685
H -0.995 6.716 -4.778
H 0.851 4.438 -5.658
H 0.960 6.140 -5.981
H -0.316 5.364 -6.715
C 4.576 -3.376 -9.940
C 4.665 -2.517 -8.697
N 5.244 -3.231 -7.550
C 6.524 -3.792 -7.682
C 7.635 -2.759 -7.897
C 5.140 -2.459 -6.294
C 3.671 -2.296 -5.835
H 4.033 -4.305 -9.771
H 5.578 -3.584 -10.315
H 4.036 -2.867 -10.738
H 5.169 -1.587 -8.959
H 3.638 -2.282 -8.419
H 6.683 -4.287 -6.724
H 6.447 -4.587 -8.424
H 7.526 -2.200 -8.826
H 7.789 -2.078 -7.060
H 8.603 -3.257 -7.950
H 5.688 -1.521 -6.373
H 5.634 -3.000 -5.487
H 3.649 -2.043 -4.775
H 3.093 -3.217 -5.906
H 3.112 -1.558 -6.410
C -2.206 0.539 6.754
C -1.712 -0.794 7.336
O -0.899 -0.796 8.282
N -2.279 -1.874 6.814
C -1.919 -3.195 7.230
H -3.214 0.341 6.389
H -1.573 0.862 5.928
H -2.219 1.297 7.537
H -2.923 -1.769 6.043
H -1.671 -3.302 8.286
H -1.030 -3.475 6.663
H -2.733 -3.909 7.104
C 5.034 -1.902 -0.576
C 4.505 -0.773 0.332
O 3.372 -0.870 0.797
N 5.291 0.272 0.633
C 4.964 1.417 1.464
H 5.858 -1.578 -1.211
H 4.230 -2.306 -1.191
H 5.463 -2.688 0.046
H 6.222 0.209 0.247
H 5.085 2.379 0.968
H 5.706 1.507 2.258
H 3.946 1.395 1.855
C -0.374 -1.802 -0.751
C -0.466 -0.357 -0.283
O -1.528 0.239 -0.351
N 0.673 0.205 0.137
C 0.796 1.609 0.610
H -0.579 -2.294 0.200
H 0.640 -2.098 -1.020
H -1.157 -2.116 -1.441
H 1.410 -0.476 0.255
H 1.750 1.883 1.060
H 0.074 1.832 1.396
H 0.570 2.244 -0.246
C 0.445 -0.288 -4.106
C -0.097 0.119 -5.477
O -1.219 -0.246 -5.787
N 0.780 0.878 -6.120
C 0.609 1.236 -7.538
H 0.770 -1.316 -4.262
H -0.213 -0.280 -3.237
H 1.258 0.373 -3.804
H 1.720 0.996 -5.771
H 1.340 1.952 -7.912
H -0.339 1.774 -7.530
H 0.553 0.359 -8.183
C -4.435 2.267 -0.546
C -4.720 1.301 -1.636
O -5.781 1.354 -2.246
N -3.731 0.518 -2.009
C -3.751 -0.293 -3.195
H -4.840 3.252 -0.780
H -3.360 2.442 -0.494
H -4.858 1.845 0.366
H -2.862 0.597 -1.501
H -4.173 -1.290 -3.065
H -2.721 -0.521 -3.470
H -4.192 0.223 -4.048
C -5.082 -0.430 2.767
C -3.856 -1.027 3.426
O -4.013 -1.496 4.556
N -2.717 -1.094 2.703
C -1.537 -1.961 2.989
H -5.828 -1.223 2.811
H -4.930 -0.072 1.749
H -5.550 0.381 3.326
H -2.743 -0.707 1.770
H -0.691 -1.279 2.898
H -1.437 -2.766 2.261
H -1.647 -2.336 4.007
C -7.874 -4.136 -3.770
C -6.392 -4.115 -4.152
O -6.118 -3.771 -5.284
N -5.443 -4.359 -3.224
C -4.013 -4.438 -3.537
H -8.220 -5.103 -3.404
H -8.489 -3.768 -4.591
H -8.018 -3.398 -2.981
H -5.707 -4.551 -2.268
H -3.472 -5.021 -2.792
H -3.648 -3.414 -3.622
H -3.830 -4.945 -4.484